1.
Below is 2 unconnected molecules or ions with the total composition C2H10NOS2 at a distorted geometry, with properties calculated with ωB97M-V with the def2-TZVPD basis set.

```
! RIJCOSX wB97M-V def2-TZVPD def2/J DEFGRID3
* xyz 1 1
N 1.31 -0.76 1.53
C -0.11 -0.34 1.98
C -0.92 0.20 0.85
S -0.62 -0.86 -0.65
S -1.42 0.18 -2.27
H 1.71 0.16 1.29
H 1.11 -1.44 0.78
H 1.99 -1.15 2.16
H -0.01 0.42 2.79
H -0.55 -1.26 2.38
H -2.02 0.11 1.13
H -0.54 1.16 0.49
H -0.30 0.88 -2.26
H 2.26 2.20 0.25
H 3.16 2.43 1.42
O 2.67 1.70 1.02
*
```

For the highest occupied orbital energy, the calculation gives -13.041 eV. The HOMO-LUMO gap is 9.53 eV. The energy relative to the best compared isomer or geometry (same formula, charge and spin) comes out at 0.839 eV.

Atom charges from the Mulliken analysis, given in e for atoms 1 to 2: number 1, N, carries -0.15; number 2, C, carries -0.56

=====

2.
Below is a gas-phase ion, C2H10NOSi (charge +1) at a distorted geometry, with properties calculated with ωB97M-V with the def2-TZVPD basis set.

```
! RIJCOSX wB97M-V def2-TZVPD def2/J DEFGRID3
* xyz 1 1
C 0.66 -1.46 0.00
C 0.69 -0.02 0.66
N -0.27 -1.39 -1.10
O -0.56 0.63 0.42
Si -0.94 2.20 0.41
H 0.41 -2.26 0.70
H 1.78 -1.77 -0.24
H 0.70 -0.17 1.69
H 1.60 0.53 0.34
H -1.14 -1.91 -0.97
H 0.27 -1.63 -1.95
H -0.51 -0.33 -1.12
H -2.32 2.19 0.31
H -0.16 2.59 -0.73
H -0.21 2.81 1.58
*
```

For the highest occupied orbital energy, the calculation gives -14.532 eV. The HOMO-LUMO gap is 10.88 eV. The energy relative to the best compared isomer or geometry (same formula, charge and spin) comes out at 1.371 eV.

Atom charges from the Mulliken analysis, given in e for atoms 1 to 2: number 1, C, carries -0.53; number 2, C, carries -0.37

=====

3.
Below is 2 unconnected molecules or ions with the total composition C2H10NS2 at a distorted geometry, with properties calculated with ωB97M-V with the def2-TZVPD basis set.

```
! RIJCOSX wB97M-V def2-TZVPD def2/J DEFGRID3
* xyz 1 1
C 0.60 -1.62 1.43
S -0.55 -0.99 0.12
S -0.43 1.02 0.58
C -1.08 1.77 -0.97
H 1.53 -0.96 1.50
H 0.06 -1.55 2.39
H 0.86 -2.62 1.22
H -2.03 1.28 -1.17
H -1.15 2.85 -0.83
H -0.41 1.57 -1.76
N 1.79 -0.18 -1.40
H 1.57 -0.90 -2.10
H 2.68 -0.40 -0.91
H 1.89 0.73 -1.87
H 1.03 -0.11 -0.74
*
```

For the highest occupied orbital energy, the calculation gives -12.398 eV. The HOMO-LUMO gap is 8.66 eV. The energy relative to the best compared isomer or geometry (same formula, charge and spin) comes out at 0.679 eV.

Atom charges from the Mulliken analysis, given in e for atoms 1 to 2: number 1, C, carries -0.77; number 2, S, carries -0.10